DFT (wB97M-V/def2-TZVPD) results for C27H29FN4O3 in the gas phase.

The geometry in ORCA input format:
```
! RIJCOSX wB97M-V def2-TZVPD def2/J DEFGRID3
* xyz 0 1
O -3.353 1.776 -3.352
C -2.211 1.393 -3.231
C -1.203 1.499 -4.380
N -0.054 0.642 -4.186
C 1.110 1.053 -4.956
C 2.217 -0.008 -4.795
N 1.947 -0.721 -3.567
C 3.047 -1.376 -2.897
C 2.862 -1.281 -1.373
O 3.300 -2.112 -0.609
N 2.183 -0.158 -1.042
C 1.787 0.321 0.211
C 2.060 -0.350 1.395
C 1.626 0.160 2.606
C 0.912 1.352 2.654
O 0.450 1.949 3.787
C 0.784 1.382 5.037
C 0.118 0.055 5.315
C 0.753 -0.900 6.098
C 0.132 -2.107 6.366
C -1.125 -2.372 5.848
C -1.762 -1.423 5.067
C -1.145 -0.213 4.805
C 0.636 2.023 1.461
C 1.069 1.516 0.258
C 0.778 -1.568 -3.708
C -0.325 -0.768 -4.418
N -1.663 0.861 -2.110
C -2.274 0.580 -0.886
C -3.507 1.121 -0.531
C -4.065 0.822 0.698
C -3.383 -0.012 1.564
F -3.933 -0.302 2.764
C -2.157 -0.562 1.234
C -1.610 -0.266 0.001
H -0.864 2.539 -4.403
H -1.740 1.310 -5.323
H 1.445 2.015 -4.559
H 0.872 1.185 -6.024
H 2.234 -0.681 -5.668
H 3.191 0.479 -4.729
H 3.983 -0.863 -3.136
H 3.164 -2.434 -3.171
H 1.882 0.384 -1.848
H 2.611 -1.275 1.366
H 1.845 -0.392 3.506
H 1.874 1.290 5.137
H 0.435 2.122 5.767
H 1.736 -0.697 6.500
H 0.633 -2.844 6.976
H -1.607 -3.316 6.055
H -2.745 -1.618 4.666
H -1.640 0.532 4.199
H 0.078 2.944 1.506
H 0.851 2.048 -0.658
H 1.004 -2.487 -4.276
H 0.457 -1.866 -2.706
H -1.304 -1.026 -4.012
H -0.339 -0.997 -5.496
H -0.703 0.551 -2.219
H -4.025 1.764 -1.222
H -5.020 1.230 0.987
H -1.646 -1.207 1.930
H -0.659 -0.697 -0.274
*
```

The LUMO energy comes out at 0.551 eV.

***

DFT (wB97M-V/def2-TZVPD) results for a molecular structure, C27H29NO7S3Ti in a non-equilibrium geometry.

The geometry in ORCA input format:
```
! RIJCOSX wB97M-V def2-TZVPD def2/J DEFGRID3
* xyz 0 3
Ti -16.851 -3.745 -2.184
O -17.753 -7.631 -1.078
C -17.656 -6.527 -1.577
O -16.751 -5.610 -1.271
C -18.723 -6.176 -2.547
C -19.922 -6.839 -2.803
C -20.698 -6.347 -3.829
C -20.240 -5.286 -4.567
C -19.106 -4.592 -4.181
N -18.357 -5.107 -3.206
C -18.604 -3.239 -4.683
O -19.210 -2.555 -5.515
O -17.587 -2.771 -4.007
H -20.196 -7.709 -2.192
H -21.539 -6.824 -4.211
H -20.836 -4.924 -5.428
O -16.556 -2.188 -0.813
S -15.758 -1.250 0.053
C -15.136 0.044 -1.029
C -14.658 -0.435 -2.410
C -15.765 -0.599 -3.444
C -15.303 -1.418 -4.668
S -14.455 -3.024 -4.363
O -14.798 -3.619 -2.953
C -15.215 -4.041 -5.601
C -15.946 -3.614 -6.734
C -16.581 -4.605 -7.458
C -16.355 -5.958 -7.180
C -15.422 -6.378 -6.186
C -14.811 -5.381 -5.434
C -14.195 -2.059 0.412
C -14.067 -3.418 0.089
C -12.925 -4.127 0.440
C -11.881 -3.564 1.137
C -12.041 -2.209 1.488
C -13.180 -1.448 1.162
H -14.342 0.513 -0.446
H -15.961 0.755 -1.096
H -14.136 -1.390 -2.347
H -13.947 0.299 -2.797
H -16.037 0.327 -3.814
H -16.667 -1.047 -3.044
H -14.510 -0.990 -5.261
H -16.175 -1.567 -5.285
H -16.150 -2.570 -6.907
H -17.129 -4.307 -8.412
H -16.852 -6.779 -7.744
H -15.347 -7.427 -6.030
H -14.166 -5.620 -4.560
H -14.836 -3.881 -0.528
H -12.864 -5.130 0.082
H -10.962 -4.033 1.400
H -11.175 -1.741 1.937
H -13.114 -0.398 1.401
O -18.249 -0.294 1.066
S -19.431 -1.228 1.261
C -18.885 -2.950 1.518
C -19.132 -3.708 0.228
C -20.313 -3.088 -0.496
C -20.001 -1.575 -0.449
H -19.475 -3.291 2.325
H -17.840 -2.899 1.804
H -19.406 -4.800 0.442
H -18.339 -3.819 -0.459
H -21.284 -3.281 0.051
H -20.385 -3.567 -1.527
H -20.796 -0.939 -0.627
H -19.110 -1.398 -1.117
*
```

The LUMO energy (spin up / spin down) comes out at 0.271 / 0.268 eV. As for the expectation value of S²: 2.004.

***

DFT (wB97M-V/def2-TZVPD) results for a molecular structure, C27H30AuN2P.

The geometry in ORCA input format:
```
! RIJCOSX wB97M-V def2-TZVPD def2/J DEFGRID3
* xyz 0 1
Au -0.891 -1.976 1.011
C 4.250 -2.049 -0.723
C 3.830 -1.017 -1.725
C 4.788 -0.373 -2.499
C 4.431 0.576 -3.439
C 3.094 0.884 -3.622
C 2.132 0.257 -2.853
C 2.480 -0.701 -1.903
P 1.174 -1.495 -0.809
C 0.285 0.102 -0.634
C -0.859 0.412 -1.357
C -1.442 1.662 -1.247
C -0.888 2.606 -0.397
C 0.224 2.283 0.365
C 0.821 1.037 0.260
C 2.015 0.687 1.089
C 0.254 -2.480 -2.066
C 0.787 -2.583 -3.354
C 0.270 -3.452 -4.293
C -0.783 -4.281 -3.947
C -1.311 -4.199 -2.676
C -0.822 -3.313 -1.715
C -1.517 -3.318 -0.385
H 5.332 -2.167 -0.722
H 3.791 -3.010 -0.955
H 3.927 -1.764 0.278
H 5.831 -0.622 -2.362
H 5.188 1.074 -4.027
H 2.794 1.612 -4.361
H 1.089 0.493 -3.015
H -1.289 -0.336 -2.009
H -2.321 1.904 -1.829
H -1.317 3.598 -0.335
H 0.633 3.011 1.054
H 2.182 1.429 1.868
H 2.908 0.627 0.464
H 1.863 -0.287 1.554
H 1.627 -1.969 -3.638
H 0.697 -3.481 -5.286
H -1.178 -4.990 -4.661
H -2.139 -4.843 -2.401
H -1.517 -4.349 -0.017
H -2.577 -3.110 -0.585
N -0.780 -0.483 2.431
C -1.627 0.255 2.718
N -2.611 1.032 3.036
C -3.253 0.930 4.334
C -2.731 2.031 5.257
C -2.946 3.397 4.605
C -2.295 3.440 3.222
C -2.823 2.296 2.357
H -3.061 -0.060 4.751
H -4.331 1.050 4.178
H -1.665 1.864 5.424
H -3.246 1.986 6.218
H -2.527 4.182 5.236
H -4.020 3.579 4.507
H -1.211 3.335 3.309
H -2.503 4.396 2.740
H -2.319 2.273 1.390
H -3.900 2.408 2.190
*
```

The LUMO energy comes out at 0.593 eV.

***

DFT (wB97M-V/def2-TZVPD) results for a molecular structure, C27H30BBrGaN3O2S in a non-equilibrium geometry.

The geometry in ORCA input format:
```
! RIJCOSX wB97M-V def2-TZVPD def2/J DEFGRID3
* xyz 2 1
Ga 0.389 -1.126 0.324
O 1.965 -6.339 3.423
C 1.479 -5.284 2.799
C 0.119 -4.948 2.745
C -0.262 -3.812 2.074
N 0.609 -3.003 1.460
C 1.894 -3.346 1.515
Br 2.997 -2.103 0.603
C 2.397 -4.444 2.151
H 1.290 -6.888 3.840
H -0.623 -5.574 3.223
H -1.302 -3.524 2.013
H 3.452 -4.680 2.172
C -3.551 -1.546 0.724
N -3.798 -0.125 0.373
C -4.793 0.473 1.301
C -2.521 0.699 0.282
C -1.697 0.755 1.549
C -2.040 1.692 2.523
C -1.298 1.822 3.686
C -0.186 1.019 3.882
C 0.181 0.109 2.902
C -0.554 -0.040 1.724
H -4.484 -2.103 0.679
H -3.147 -1.581 1.733
H -2.841 -1.977 0.024
H -4.207 -0.110 -0.562
H -4.385 0.477 2.308
H -5.706 -0.117 1.285
H -5.023 1.492 0.997
H -2.840 1.703 0.006
H -1.929 0.281 -0.532
H -2.892 2.344 2.365
H -1.579 2.557 4.427
H 0.407 1.118 4.782
H 1.074 -0.491 3.054
O 1.209 0.340 -0.608
S 2.460 1.212 -0.858
C 1.904 2.878 -0.549
C 2.771 3.694 0.165
C 2.409 5.012 0.401
C 1.191 5.485 -0.064
C 0.330 4.649 -0.768
C 0.683 3.335 -1.019
C 2.603 1.247 -2.638
C 3.691 1.944 -3.147
C 3.879 1.971 -4.518
C 2.995 1.297 -5.352
C 1.917 0.602 -4.823
C 1.715 0.566 -3.450
H 3.714 3.304 0.528
H 3.077 5.662 0.950
H 0.913 6.514 0.120
H -0.612 5.034 -1.134
H 0.031 2.680 -1.584
H 4.376 2.461 -2.484
H 4.718 2.511 -4.934
H 3.154 1.309 -6.422
H 1.235 0.077 -5.478
H 0.887 0.015 -3.024
B -1.532 -3.094 -3.282
C -0.867 -2.432 -2.102
N -0.409 -1.926 -1.158
H -2.618 -2.581 -3.388
H -1.595 -4.261 -2.997
H -0.827 -2.885 -4.233
*
```

The LUMO energy comes out at -5.140 eV.

***

ΔE to the lowest compared entry with this formula, charge and spin, record by record: 42.90 25.27 6.46 30.92 kcal per mole